The following is a DFT calculation (wB97M-V/def2-TZVPD) of a 11-piece molecular cluster, C39H97N11O11 overall.

Its SMILES is CC1(C)CCCC(C)(C)N1O.CC1(C)CCCC(C)(C)N1O.CC1(C)CCCC(C)(C)N1O.NC(N)=O.NC(N)=O.NC(N)=O.NC(N)=O.CCO.CCO.CCO.CCO. The gap between HOMO and LUMO is 8.444 eV.

ORCA input file:
```
! wB97M-V def2-TZVPD RIJCOSX def2/J DEFGRID3
* xyz 0 1
C 2.69 -5.83 0.73
C 2.56 -5.29 2.16
C 1.26 -5.78 2.94
C 3.74 -5.74 3.12
C 5.08 -5.15 2.86
C 4.96 -3.64 2.93
C 3.80 -3.09 1.97
C 3.68 -1.63 2.45
C 4.34 -3.13 0.53
N 2.57 -3.81 2.18
O 1.41 -3.17 1.66
H 3.67 -5.56 0.32
H 2.56 -6.91 0.59
H 2.04 -5.26 0.06
H 0.43 -5.58 2.26
H 1.33 -6.84 3.20
H 1.06 -5.21 3.84
H 3.39 -5.62 4.15
H 3.76 -6.83 3.15
H 5.79 -5.54 3.59
H 5.44 -5.54 1.91
H 5.87 -3.10 2.65
H 4.73 -3.40 3.97
H 4.62 -1.08 2.55
H 3.30 -1.56 3.47
H 2.99 -1.00 1.89
H 4.79 -2.15 0.36
H 3.51 -3.33 -0.15
H 5.13 -3.84 0.28
H 1.23 -2.70 2.47
C -1.63 -2.90 3.57
C -1.50 -1.51 4.14
C -2.15 -0.60 3.03
C -2.41 -1.46 5.37
C -1.73 -2.09 6.62
C -0.38 -1.65 6.90
C 0.56 -1.58 5.71
C 1.54 -0.42 6.10
C 1.26 -2.94 5.59
N -0.16 -1.02 4.47
O 0.58 -0.97 3.39
H -2.64 -3.11 3.22
H -0.97 -3.17 2.75
H -1.54 -3.72 4.28
H -2.00 0.45 3.25
H -1.77 -0.75 2.02
H -3.22 -0.77 2.89
H -2.81 -0.49 5.65
H -3.35 -1.95 5.13
H -2.39 -1.83 7.44
H -1.85 -3.18 6.57
H -0.03 -2.38 7.63
H -0.34 -0.76 7.53
H 1.06 0.56 6.12
H 2.32 -0.50 5.35
H 1.91 -0.46 7.13
H 1.82 -3.15 4.68
H 0.60 -3.81 5.65
H 1.95 -3.07 6.43
H 0.66 -0.01 3.34
C -5.79 1.73 -2.72
C -4.41 1.97 -3.36
C -4.29 3.50 -3.52
C -3.38 1.56 -2.32
C -3.07 0.02 -2.20
C -2.72 -0.56 -3.58
C -3.79 -0.29 -4.65
C -3.25 -0.65 -6.06
C -4.97 -1.26 -4.49
N -4.24 1.19 -4.63
O -5.09 1.56 -5.66
H -5.83 2.14 -1.71
H -6.63 2.04 -3.35
H -5.88 0.64 -2.65
H -5.06 3.78 -4.24
H -4.40 3.93 -2.52
H -3.31 3.83 -3.84
H -2.51 2.21 -2.39
H -3.75 1.78 -1.32
H -2.29 -0.08 -1.44
H -3.94 -0.50 -1.79
H -2.64 -1.64 -3.43
H -1.74 -0.23 -3.92
H -4.03 -0.47 -6.79
H -2.80 -1.64 -6.14
H -2.51 0.04 -6.46
H -4.80 -2.33 -4.60
H -5.76 -1.09 -5.22
H -5.47 -1.25 -3.52
H -5.92 1.13 -5.40
N 2.81 2.29 -4.32
C 1.67 2.96 -4.44
N 1.82 3.68 -5.57
O 0.62 2.85 -3.80
H 2.80 1.49 -3.71
H 3.45 2.45 -5.09
H 1.03 4.20 -5.93
H 2.67 3.89 -6.07
N 0.69 0.89 0.49
C 0.28 1.71 -0.43
N 0.30 1.23 -1.66
O 0.03 2.89 -0.21
H 0.60 1.22 1.44
H 0.93 -0.07 0.27
H 0.39 0.23 -1.76
H 0.18 1.85 -2.44
N 0.46 -3.69 -1.27
C 0.50 -2.63 -1.95
N 0.07 -2.88 -3.18
O 0.85 -1.51 -1.55
H 0.28 -4.59 -1.70
H 0.66 -3.54 -0.29
H -0.07 -3.84 -3.45
H -0.10 -2.04 -3.72
N -3.07 3.00 -7.05
C -1.86 3.11 -6.54
N -1.79 2.55 -5.35
O -0.99 3.65 -7.11
H -3.26 3.41 -7.95
H -3.80 2.68 -6.43
H -2.66 2.14 -5.05
H -1.01 2.60 -4.71
C 3.84 0.49 -0.88
C 5.21 0.73 -1.56
O 4.96 0.82 -2.88
H 3.28 -0.39 -1.20
H 3.13 1.26 -1.17
H 3.86 0.47 0.21
H 5.95 -0.05 -1.38
H 5.59 1.70 -1.24
H 4.46 0.03 -3.06
C -3.12 4.29 0.29
C -2.37 4.21 1.59
O -3.01 4.93 2.59
H -2.57 3.81 -0.52
H -3.18 5.34 0.00
H -4.15 3.93 0.32
H -1.44 4.72 1.36
H -2.14 3.20 1.94
H -2.48 4.99 3.39
C 0.94 6.59 -2.87
C 0.56 5.38 -2.04
O 0.25 5.71 -0.70
H 1.07 6.39 -3.94
H 1.96 6.83 -2.57
H 0.35 7.47 -2.64
H 1.34 4.62 -2.00
H -0.36 4.99 -2.46
H 0.14 4.91 -0.18
C 2.22 3.54 2.92
C 1.59 2.32 3.70
O 0.30 1.88 3.22
H 3.08 3.88 3.50
H 1.51 4.37 2.95
H 2.50 3.20 1.92
H 1.46 2.58 4.75
H 2.33 1.52 3.73
H -0.34 2.58 3.33
*
```

***

The following is a DFT calculation (wB97M-V/def2-TZVPD) of a 12-piece molecular cluster, C39H99N3O24 overall.

Its SMILES is C[N+](=O)[O-].C[N+](=O)[O-].C[N+](=O)[O-].COCCOC.COCCOC.COCCOC.COCCOC.COCCOC.COCCOC.COCCOC.COCCOC.COCCOC. The gap between HOMO and LUMO is 9.113 eV.

ORCA input file:
```
! wB97M-V def2-TZVPD RIJCOSX def2/J DEFGRID3
* xyz 0 1
C -1.26 5.48 -5.16
N -0.20 4.69 -5.88
O 0.94 4.85 -5.68
O -0.59 3.89 -6.71
H -0.97 6.49 -4.87
H -1.33 4.94 -4.22
H -2.26 5.42 -5.59
C 4.84 1.38 -5.13
N 5.14 2.59 -4.31
O 4.57 2.73 -3.23
O 5.90 3.41 -4.91
H 4.60 1.64 -6.16
H 4.06 0.71 -4.77
H 5.81 0.91 -5.28
C 0.00 5.09 0.25
N -0.93 5.06 -0.88
O -0.60 5.64 -1.91
O -1.93 4.39 -0.76
H -0.43 4.43 1.01
H -0.05 6.14 0.52
H 0.96 4.67 -0.05
C -1.47 3.04 6.37
O -1.53 1.62 6.56
C -0.51 0.94 5.84
C -0.63 -0.57 5.60
O -1.56 -0.98 4.57
C -2.87 -1.08 5.07
H -2.27 3.45 6.99
H -1.55 3.34 5.32
H -0.51 3.45 6.66
H 0.41 1.26 6.33
H -0.43 1.26 4.80
H -0.68 -1.20 6.49
H 0.35 -0.78 5.16
H -3.62 -1.28 4.30
H -3.26 -0.21 5.60
H -2.97 -1.99 5.66
C -8.14 -0.28 -0.68
O -7.75 1.05 -0.79
C -6.51 1.56 -0.18
C -5.21 0.71 -0.38
O -4.69 0.68 -1.69
C -4.32 1.90 -2.24
H -7.31 -0.81 -1.15
H -9.02 -0.61 -1.22
H -8.20 -0.66 0.35
H -6.78 1.75 0.86
H -6.27 2.50 -0.66
H -5.46 -0.32 -0.15
H -4.52 1.08 0.37
H -5.16 2.49 -2.62
H -3.84 1.57 -3.16
H -3.56 2.48 -1.72
C -0.87 0.07 1.77
O -0.22 0.28 0.55
C -1.13 0.66 -0.46
C -0.30 1.08 -1.66
O 0.43 2.31 -1.50
C 1.10 2.66 -2.60
H -1.38 0.93 2.20
H -0.27 -0.27 2.62
H -1.71 -0.59 1.62
H -1.71 1.51 -0.10
H -1.86 -0.12 -0.67
H -1.00 1.09 -2.50
H 0.39 0.30 -1.98
H 1.85 2.02 -3.07
H 1.63 3.61 -2.51
H 0.34 2.99 -3.32
C -2.46 -5.83 4.64
O -1.13 -5.55 4.84
C -0.76 -4.26 5.30
C 0.76 -4.12 5.50
O 1.52 -4.31 4.36
C 1.62 -3.19 3.49
H -3.18 -5.41 5.35
H -2.50 -6.91 4.73
H -2.74 -5.59 3.62
H -1.24 -4.14 6.28
H -1.03 -3.56 4.52
H 1.07 -4.81 6.29
H 0.94 -3.11 5.87
H 0.66 -3.06 2.99
H 2.22 -3.40 2.60
H 1.92 -2.31 4.05
C 5.82 -1.22 6.85
O 4.43 -1.51 6.87
C 3.51 -0.41 6.61
C 3.52 0.02 5.12
O 2.42 0.86 4.73
C 2.20 0.89 3.35
H 6.41 -1.73 7.61
H 6.04 -0.24 7.27
H 6.28 -1.30 5.87
H 3.54 0.33 7.41
H 2.48 -0.76 6.67
H 3.52 -0.89 4.51
H 4.38 0.65 4.90
H 3.05 1.11 2.71
H 1.46 1.64 3.06
H 1.84 -0.07 2.99
C 0.09 -3.10 -0.06
O 0.06 -4.46 0.34
C -1.15 -4.85 1.01
C -2.50 -4.54 0.30
O -2.75 -3.16 0.10
C -3.82 -2.70 0.81
H -0.15 -2.39 0.73
H -0.45 -2.97 -1.00
H 1.15 -2.99 -0.29
H -1.20 -4.51 2.05
H -1.13 -5.93 1.18
H -3.31 -5.13 0.74
H -2.44 -4.96 -0.71
H -3.73 -2.63 1.89
H -4.73 -3.24 0.54
H -3.89 -1.69 0.41
C 1.46 0.95 -5.81
O 1.99 0.00 -4.93
C 1.59 -1.31 -5.16
C 2.80 -2.24 -5.00
O 3.72 -2.28 -6.16
C 3.24 -3.15 -7.25
H 1.96 1.91 -5.73
H 0.38 1.04 -5.72
H 1.63 0.61 -6.83
H 1.28 -1.39 -6.20
H 0.75 -1.47 -4.48
H 2.48 -3.27 -4.86
H 3.38 -1.93 -4.12
H 3.36 -4.14 -6.82
H 3.70 -3.01 -8.23
H 2.21 -2.96 -7.56
C 6.48 5.48 0.89
O 5.99 5.51 -0.55
C 4.58 5.22 -0.73
C 4.16 5.70 -2.10
O 3.80 7.09 -2.03
C 4.63 8.07 -1.57
H 6.07 4.59 1.37
H 6.25 6.46 1.30
H 7.56 5.43 0.91
H 4.08 5.75 0.08
H 4.45 4.16 -0.51
H 3.28 5.12 -2.35
H 4.95 5.53 -2.83
H 4.73 7.89 -0.50
H 4.08 9.00 -1.70
H 5.64 8.09 -1.98
C -3.56 -2.37 -2.76
O -3.23 -3.75 -2.94
C -2.15 -3.97 -3.81
C -1.50 -5.37 -3.61
O -2.42 -6.45 -4.05
C -3.60 -6.76 -3.23
H -4.11 -1.91 -3.58
H -2.63 -1.80 -2.65
H -4.13 -2.14 -1.86
H -1.37 -3.20 -3.75
H -2.52 -3.89 -4.83
H -1.29 -5.57 -2.56
H -0.54 -5.54 -4.10
H -4.02 -7.70 -3.57
H -4.44 -6.07 -3.26
H -3.48 -6.95 -2.16
*
```

***

The following is a DFT calculation (wB97M-V/def2-TZVPD) of a 2-piece molecular cluster, C3Br2ClFO overall.

Its SMILES is O=C(F)Br.ClC#CBr. The gap between HOMO and LUMO is 10.111 eV.

ORCA input file:
```
! wB97M-V def2-TZVPD RIJCOSX def2/J DEFGRID3
* xyz 0 1
O -0.70 -0.77 1.55
C -1.13 -1.10 0.52
F -1.08 -2.33 0.04
Br -2.06 -0.02 -0.66
Cl 0.09 3.00 -0.52
C 1.01 1.64 -0.35
C 1.44 0.51 -0.41
Br 2.43 -0.93 -0.16
*
```

***

The following is a DFT calculation (wB97M-V/def2-TZVPD) of the molecule C3Cl2F4.

Its SMILES is FC(F)=C(Cl)C(F)(F)Cl. The gap between HOMO and LUMO is 10.158 eV.

ORCA input file:
```
! wB97M-V def2-TZVPD RIJCOSX def2/J DEFGRID3
* xyz 0 1
F 2.24 1.08 0.51
C 1.10 0.36 0.54
F 1.25 -0.72 1.21
C -0.05 0.68 -0.22
Cl -0.39 2.15 -1.01
C -1.17 -0.34 -0.37
F -1.97 -0.34 -1.43
F -0.59 -1.57 -0.16
Cl -2.44 0.02 0.89
*
```